# 1
Below is a molecular structure, C16H38AgBr2F4N3O12S4 at a distorted geometry, with properties calculated with wB97M-V/def2-TZVPD.

Computed properties:
F_max (eV/Å): 8.06
Spin multiplicity: 1
HOMO-LUMO gap (eV): 1.765
Highest occupied orbital energy (eV): -7.7

Geometry (Å):
Ag 1.709 -3.068 -1.587
Br -7.668 0.595 8.248
Br -5.106 3.421 5.430
S -0.545 1.914 0.271
S -2.431 0.569 0.373
S 0.129 -7.888 2.956
S -1.123 -9.920 3.400
F 1.562 -8.031 2.380
F 0.870 2.041 -0.470
F -2.799 -0.902 -0.132
F -1.613 -11.290 2.630
O -1.040 3.206 -0.190
O 5.102 8.444 -3.700
O -0.285 -6.660 2.345
O -6.950 0.080 -5.816
O -0.226 -10.479 4.409
O -5.366 -8.994 -1.730
O 0.390 -7.766 4.409
O -2.337 -9.277 3.845
O 0.020 1.785 1.618
O -2.186 0.345 1.820
O 5.436 -1.956 2.340
O -3.441 1.459 -0.191
N -0.529 -9.340 2.150
N -0.931 0.587 -0.558
N -1.183 -0.792 -5.587
C -6.571 2.337 6.140
C 10.813 5.560 0.289
C 9.781 4.681 0.011
C 6.113 -2.423 3.510
C 8.318 6.212 1.233
C -8.037 -0.752 -5.669
C 9.292 7.208 1.178
C -6.202 1.654 7.465
C 2.887 8.711 -3.096
C 4.051 9.406 -3.818
C -7.041 -7.582 -0.659
C -6.219 -7.849 -1.933
C 10.585 6.839 0.800
C 8.530 4.944 0.560
C 7.321 -1.482 3.739
C -9.283 -0.077 -6.251
H -6.944 0.714 -5.095
H 7.392 6.480 1.720
H 3.664 9.582 -4.822
H -9.572 0.810 -5.687
H -5.995 -9.719 -1.704
H 10.063 3.801 -0.549
H 6.530 -3.395 3.247
H 11.792 5.265 -0.061
H 1.972 9.303 -3.064
H -1.004 -0.698 -4.598
H 9.096 8.143 1.682
H -2.180 -0.899 -5.709
H -6.852 1.675 5.321
H -7.526 -6.605 -0.660
H -5.457 0.868 7.346
H -7.796 -1.747 -6.044
H 7.680 4.278 0.572
H 3.228 8.532 -2.076
H 5.287 -1.008 2.316
H -5.895 2.432 8.163
H -0.801 -1.599 -6.059
H -5.603 -7.012 -2.262
H 7.838 -1.601 2.786
H -10.188 -0.683 -6.207
H -7.311 3.088 6.414
H -0.742 -0.044 -6.103
H 4.371 10.383 -3.456
H -6.459 -7.367 0.237
H 5.321 8.153 -2.812
H -7.857 -8.292 -0.525
H 11.309 7.600 1.051
H 2.433 7.851 -3.589
H 5.545 -2.546 4.432
H -6.841 -8.094 -2.793
H -9.125 0.049 -7.322
H 7.940 -1.788 4.582
H 7.050 -0.427 3.767
H -8.164 -0.952 -4.605

The Mulliken scheme yields these atomic charges, measured in e: atom 1 (Ag): 0.99, atom 2 (Br): -0.15, atom 3 (Br): -0.14, atom 4 (S): 1.04, atom 5 (S): 1.05, atom 6 (S): 1.06, atom 7 (S): 1.10, atom 8 (F): -0.23, atom 9 (F): -0.34, atom 10 (F): -0.25, atom 11 (F): -0.32, atom 12 (O): -0.58, atom 13 (O): -0.52, atom 14 (O): -0.62, atom 15 (O): -0.53, atom 16 (O): -0.57, atom 17 (O): -0.51, atom 18 (O): -0.52, atom 19 (O): -0.60, atom 20 (O): -0.55, atom 21 (O): -0.50, atom 22 (O): -0.51, atom 23 (O): -0.53, atom 24 (N): -0.30, atom 25 (N): -0.32, atom 26 (N): -0.49, atom 27 (C): -0.53, atom 28 (C): -0.41, atom 29 (C): -0.30, atom 30 (C): -0.20, atom 31 (C): -0.30, atom 32 (C): -0.29, atom 33 (C): -0.45, atom 34 (C): -0.58, atom 35 (C): -1.00, atom 36 (C): -0.17, atom 37 (C): -0.95, atom 38 (C): -0.28, atom 39 (C): -0.20, atom 40 (C): -0.39, atom 41 (C): -1.02, atom 42 (C): -0.92, atom 43 (H): 0.32, atom 44 (H): 0.35, atom 45 (H): 0.24, atom 46 (H): 0.29, atom 47 (H): 0.30, atom 48 (H): 0.35, atom 49 (H): 0.23, atom 50 (H): 0.32, atom 51 (H): 0.33, atom 52 (H): 0.35, atom 53 (H): 0.34, atom 54 (H): 0.37, atom 55 (H): 0.37, atom 56 (H): 0.33, atom 57 (H): 0.35, atom 58 (H): 0.28, atom 59 (H): 0.36, atom 60 (H): 0.31, atom 61 (H): 0.31, atom 62 (H): 0.36, atom 63 (H): 0.39, atom 64 (H): 0.28, atom 65 (H): 0.29, atom 66 (H): 0.34, atom 67 (H): 0.32, atom 68 (H): 0.38, atom 69 (H): 0.24, atom 70 (H): 0.29, atom 71 (H): 0.31, atom 72 (H): 0.30, atom 73 (H): 0.33, atom 74 (H): 0.26, atom 75 (H): 0.26, atom 76 (H): 0.25, atom 77 (H): 0.25, atom 78 (H): 0.31, atom 79 (H): 0.32, atom 80 (H): 0.27

***

# 2
Below is a single C5H7NOS molecule at a distorted geometry, with properties calculated with wB97M-V/def2-TZVPD.

Computed properties:
F_max (eV/Å): 4.84
Energy above the lowest of the compared OMol25 structures with the same formula, charge and spin (kJ/mol): 402.8
SMILES string: C[C@@]12C[C@@H]1OC=NS2
Spin multiplicity: 1
HOMO-LUMO gap (eV): 9.364
Highest occupied orbital energy (eV): -8.5

Geometry (Å):
S 0.905 0.080 -1.636
O -1.328 1.489 0.093
N 0.707 1.714 -1.322
C 0.273 -0.730 -0.234
C -0.736 0.203 0.516
C 1.332 -1.227 0.640
C -0.189 2.161 -0.513
C -1.196 -1.007 -0.196
H -0.412 3.256 -0.355
H -1.883 -1.816 0.279
H -1.700 -0.492 -1.182
H -0.643 0.335 1.721
H 1.772 -2.054 0.061
H 2.232 -0.528 0.530
H 0.865 -1.384 1.598

The natural (NBO) scheme yields these atomic charges, measured in e: atom 1 (S): 0.47, atom 2 (O): -0.51, atom 3 (N): -0.62, atom 4 (C): -0.27, atom 5 (C): 0.06, atom 6 (C): -0.62, atom 7 (C): 0.36, atom 8 (C): -0.46, atom 9 (H): 0.19, atom 10 (H): 0.25, atom 11 (H): 0.25, atom 12 (H): 0.21, atom 13 (H): 0.23, atom 14 (H): 0.24, atom 15 (H): 0.22

***

# 3
Below is a molecular structure, C45H37Cl2F15GeHgN4O2SSbSi3, with properties calculated with wB97M-V/def2-TZVPD.

Computed properties:
F_max (eV/Å): 0.54
Energy above the lowest of the compared OMol25 structures with the same formula, charge and spin (kJ/mol): 10.3
Total charge: -2
Spin multiplicity: 2
HOMO-LUMO gap (alpha / beta) (eV): 3.383 / 5.780
Highest occupied orbital energy (alpha / beta) (eV): 0.2 / -2.2

Geometry (Å):
Hg 0.719 0.134 -0.125
Sb -1.477 -1.467 2.305
Ge 2.968 0.678 -3.020
Cl -2.077 6.528 1.199
Cl -3.984 5.398 -1.126
S 2.723 -0.749 -1.470
Si -3.786 -2.059 1.350
Si -1.200 -3.492 3.830
Si -2.256 0.172 4.135
F 0.020 0.641 -3.917
F 8.713 2.264 -4.525
F 1.066 6.310 -1.627
F 0.232 -1.688 -7.967
F 4.102 2.400 -5.298
F 5.869 -0.135 -1.711
F -1.212 -0.393 -6.077
F 2.499 4.813 0.133
F 3.320 2.361 -0.552
F 6.585 3.152 -5.969
F 8.320 0.618 -2.406
F 4.183 -0.787 -5.640
F 2.932 -1.869 -7.734
F 1.290 2.894 -4.798
F 0.491 5.329 -4.087
O -3.027 0.784 -2.385
O 0.673 2.995 3.176
N 1.797 -0.211 1.904
N 0.332 1.985 1.111
N -1.240 1.036 -0.920
N -0.684 -1.659 -1.343
C 1.581 3.300 -3.548
C -0.287 -2.888 -1.667
C 0.772 0.047 -4.846
C -3.599 -0.508 5.267
C 2.170 4.311 -1.054
C 2.276 2.491 -2.670
C 3.292 -0.063 4.288
C 2.491 0.980 3.909
C 0.886 2.066 2.360
C 1.451 5.074 -1.953
C -2.685 4.437 -0.451
C -1.553 -1.027 -2.123
C -1.671 -2.906 -3.597
C -2.094 -1.636 -3.254
C -0.635 2.819 0.612
C 5.974 0.674 -2.765
C 1.740 0.940 2.719
C -5.189 -2.714 2.422
C -0.858 4.124 1.073
C -1.868 4.917 0.550
C -2.938 1.681 3.284
C 2.148 -0.001 -4.701
C 4.866 1.105 -3.474
C -4.440 -0.499 0.530
C 7.266 1.055 -3.110
C 0.114 -0.493 -5.938
C 2.842 -0.662 -5.692
C -0.757 -4.931 2.702
C -3.538 -3.403 0.055
C 2.610 -1.210 2.282
C 6.389 2.342 -4.917
C -0.742 -3.552 -2.790
C 3.361 -1.219 3.424
C -0.822 0.637 5.228
C -2.618 -4.096 4.903
C -2.486 3.154 -0.948
C -1.477 2.335 -0.453
C 2.220 -1.234 -6.789
C 0.850 -1.144 -6.909
C -2.002 0.403 -1.794
C 2.571 3.039 -1.428
C 0.247 -3.200 4.980
C 7.469 1.891 -4.186
C 5.119 1.942 -4.545
C 1.160 4.572 -3.206
H -2.566 -3.333 -0.435
H -0.240 4.496 1.874
H -0.223 1.419 4.753
H -4.925 -0.730 -0.423
H 0.503 -4.130 5.500
H -0.546 -5.833 3.286
H -3.616 -4.395 0.511
H -4.978 -3.710 2.814
H -6.077 -2.783 1.783
H -3.176 -1.169 6.026
H -3.247 2.421 4.029
H -5.431 -2.061 3.260
H 0.426 -3.350 -0.992
H -2.818 -1.081 -3.833
H 2.642 -2.063 1.606
H -3.129 2.776 -1.726
H -4.309 -3.322 -0.719
H -0.383 -4.546 -3.019
H -3.513 -4.329 4.323
H -3.651 0.226 0.317
H 3.989 -2.071 3.655
H -4.074 0.336 5.779
H 2.407 1.876 4.511
H -5.172 -0.010 1.179
H -0.161 -0.207 5.435
H -2.055 -3.388 -4.488
H -3.796 1.442 2.650
H -1.572 -5.154 2.006
H 0.128 -4.688 2.108
H -2.897 -3.361 5.660
H -2.291 -5.009 5.413
H -1.208 1.019 6.179
H -4.370 -1.061 4.731
H 3.874 -0.015 5.201
H -2.171 2.144 2.655
H 1.128 -2.845 4.436
H 0.006 -2.444 5.732

Atomic partial charges in e from the Mulliken method, atoms 1 to 99: atom 1 (Hg): 2.98, atom 2 (Sb): -1.34, atom 3 (Ge): 0.88, atom 4 (Cl): -0.28, atom 5 (Cl): -0.29, atom 6 (S): -0.89, atom 7 (Si): 0.70, atom 8 (Si): 0.37, atom 9 (Si): 0.69, atom 10 (F): -0.20, atom 11 (F): -0.32, atom 12 (F): -0.40, atom 13 (F): -0.34, atom 14 (F): -0.38, atom 15 (F): -0.28, atom 16 (F): -0.36, atom 17 (F): -0.43, atom 18 (F): -0.68, atom 19 (F): -0.31, atom 20 (F): -0.31, atom 21 (F): -0.34, atom 22 (F): -0.33, atom 23 (F): -0.40, atom 24 (F): -0.36, atom 25 (O): -0.87, atom 26 (O): -0.87, atom 27 (N): 0.41, atom 28 (N): 0.44, atom 29 (N): 0.65, atom 30 (N): 1.41, atom 31 (C): -0.05, atom 32 (C): -1.33, atom 33 (C): 0.38, atom 34 (C): -0.94, atom 35 (C): 0.19, atom 36 (C): 0.56, atom 37 (C): -0.50, atom 38 (C): -0.56, atom 39 (C): -0.22, atom 40 (C): 0.81, atom 41 (C): -0.06, atom 42 (C): 0.48, atom 43 (C): -1.04, atom 44 (C): -0.60, atom 45 (C): -0.47, atom 46 (C): -0.07, atom 47 (C): -0.06, atom 48 (C): -1.32, atom 49 (C): -0.53, atom 50 (C): 0.08, atom 51 (C): -0.38, atom 52 (C): -0.49, atom 53 (C): -0.14, atom 54 (C): -0.84, atom 55 (C): -0.04, atom 56 (C): -0.30, atom 57 (C): 0.99, atom 58 (C): -1.08, atom 59 (C): -0.87, atom 60 (C): -0.56, atom 61 (C): 0.02, atom 62 (C): -0.67, atom 63 (C): -0.97, atom 64 (C): -0.77, atom 65 (C): -0.98, atom 66 (C): -0.57, atom 67 (C): -0.67, atom 68 (C): 0.01, atom 69 (C): 0.73, atom 70 (C): 0.02, atom 71 (C): 0.17, atom 72 (C): -0.90, atom 73 (C): 0.71, atom 74 (C): 0.45, atom 75 (C): 0.25, atom 76 (H): -0.01, atom 77 (H): 0.60, atom 78 (H): 0.19, atom 79 (H): 0.46, atom 80 (H): 0.42, atom 81 (H): 0.38, atom 82 (H): 0.42, atom 83 (H): 0.26, atom 84 (H): 0.39, atom 85 (H): 0.24, atom 86 (H): 0.47, atom 87 (H): 0.29, atom 88 (H): 0.35, atom 89 (H): 0.58, atom 90 (H): 0.36, atom 91 (H): 0.66, atom 92 (H): 0.42, atom 93 (H): 0.49, atom 94 (H): 0.20, atom 95 (H): -0.06, atom 96 (H): 0.41, atom 97 (H): 0.37, atom 98 (H): 0.42, atom 99 (H): 0.47

***

# 4
Below is a single C4H6N2O molecule at a distorted geometry, with properties calculated with wB97M-V/def2-TZVPD.

Computed properties:
F_max (eV/Å): 2.49
Energy above the lowest of the compared OMol25 structures with the same formula, charge and spin (kJ/mol): 418.6
Spin multiplicity: 1
HOMO-LUMO gap (alpha / beta) (eV): 7.238 / 7.788
Highest occupied orbital energy (alpha / beta) (eV): -7.7 / -7.8

Geometry (Å):
O -3.196 1.508 0.017
N -2.670 -0.795 0.073
N -1.669 -1.696 -0.035
C -0.097 0.109 0.281
C 1.231 0.692 -0.069
C -0.441 -1.182 0.015
C -2.626 0.488 -0.163
H 2.033 0.114 0.393
H 1.308 1.722 0.269
H -0.795 0.740 0.821
H 1.387 0.661 -1.149
H -3.572 -1.259 -0.072
H 0.314 -1.903 -0.271

The natural (NBO) scheme yields these atomic charges, measured in e: atom 1 (O): -0.49, atom 2 (N): -0.45, atom 3 (N): -0.29, atom 4 (C): -0.27, atom 5 (C): -0.65, atom 6 (C): -0.04, atom 7 (C): 0.69, atom 8 (H): 0.22, atom 9 (H): 0.22, atom 10 (H): 0.21, atom 11 (H): 0.22, atom 12 (H): 0.42, atom 13 (H): 0.20